(1)
Below is a molecular structure, C43H33BeCl5OSSb2 in a non-equilibrium geometry, with properties calculated with ωB97M-V/def2-TZVPD.

Computed properties:
HOMO-LUMO gap in eV: 7.4

Element x y z (Å)
Be: 0.033 1.575 -2.271
C: 0.350 -0.599 2.216
C: 1.230 0.702 2.263
C: 1.965 1.001 0.986
Sb: 0.842 2.439 -0.219
C: -0.346 3.728 1.080
C: 0.012 4.229 2.368
C: -0.806 5.053 3.076
C: -2.131 5.322 2.659
C: -2.572 4.676 1.497
C: -1.672 3.912 0.728
C: 2.598 3.804 -0.414
C: 3.818 3.371 -0.858
C: 4.922 4.279 -0.734
C: 4.749 5.590 -0.360
C: 3.434 6.013 0.026
C: 2.408 5.097 -0.015
Sb: -1.520 -0.492 1.096
C: -1.869 -2.579 0.655
C: -3.187 -2.887 0.277
C: -3.680 -4.131 0.519
C: -2.820 -5.189 0.902
C: -1.480 -4.926 1.039
C: -0.970 -3.669 0.914
C: -2.736 -0.324 2.995
C: -2.384 0.749 3.842
C: -3.294 1.279 4.735
C: -4.470 0.569 5.092
C: -4.827 -0.553 4.275
C: -3.979 -0.949 3.248
H: 0.006 -0.926 3.250
H: 0.965 -1.416 1.855
H: 2.024 0.449 2.984
H: 0.674 1.549 2.706
H: 1.936 0.311 0.208
H: 2.992 1.349 1.233
H: 1.005 3.986 2.793
H: -0.513 5.414 4.035
H: -2.676 6.103 3.160
H: -3.614 4.723 1.081
H: -2.116 3.360 -0.065
H: 3.941 2.361 -1.037
H: 5.883 3.892 -1.062
H: 5.557 6.221 -0.350
H: 3.226 6.988 0.472
H: 1.453 5.423 0.461
H: -3.784 -2.046 -0.113
H: -4.737 -4.408 0.442
H: -3.289 -6.176 0.874
H: -0.848 -5.818 1.312
H: 0.051 -3.489 0.989
H: -1.388 1.204 3.797
H: -3.111 2.206 5.232
H: -5.080 0.976 5.967
H: -5.788 -1.050 4.378
H: -4.267 -1.818 2.678
Cl: -1.495 4.636 -2.977
C: -1.601 3.097 -3.740
C: -0.599 2.153 -3.682
C: -0.200 1.424 -4.804
Cl: 1.272 0.652 -4.962
C: -1.144 1.345 -5.836
Cl: -0.967 0.237 -7.037
C: -2.370 2.087 -5.803
Cl: -3.380 1.953 -7.106
C: -2.652 2.802 -4.669
Cl: -4.292 3.305 -4.244
C: 4.205 -8.286 -1.268
C: 3.547 -6.894 -1.299
O: 2.940 -6.382 -0.383
S: 3.736 -5.967 -2.754
C: 2.738 -4.621 -2.297
C: 1.642 -4.385 -3.219
C: 0.869 -3.279 -3.008
C: 1.160 -2.356 -1.887
C: 2.180 -2.734 -1.007
C: 3.056 -3.747 -1.259
C: 0.520 -1.135 -1.822
C: -0.009 -0.022 -1.745
H: 5.277 -8.215 -1.103
H: 4.093 -8.887 -2.178
H: 3.746 -8.836 -0.486
H: 1.349 -5.116 -3.953
H: -0.009 -3.043 -3.571
H: 2.353 -2.181 -0.112
H: 3.919 -4.062 -0.684

---

(2)
Below is a molecular structure, C43H33Br2N3O2V, with properties calculated with ωB97M-V/def2-TZVPD.

Computed properties:
HOMO-LUMO gap (spin up / spin down) in eV: 6.6 / 6.9
2S+1: 2
<S²>: 0.76
Net charge: +2

Element x y z (Å)
V: 0.476 -0.029 0.481
O: 1.198 1.449 1.075
C: 1.162 2.771 0.480
C: 0.575 2.592 -0.937
C: -0.872 2.207 -0.825
C: -1.876 3.068 -1.227
C: -3.193 2.733 -0.967
C: -3.467 1.548 -0.303
C: -2.436 0.701 0.064
C: -2.760 -0.597 0.749
C: -1.922 -0.944 1.994
O: -0.562 -0.832 1.517
C: -2.149 -2.402 2.370
C: -1.109 -3.321 2.420
C: -1.365 -4.643 2.760
C: -2.655 -5.055 3.053
C: -3.695 -4.134 3.016
C: -3.442 -2.814 2.679
C: -2.089 -0.025 3.186
C: -1.093 -0.014 4.161
C: -1.244 0.748 5.307
C: -2.403 1.490 5.502
C: -3.400 1.472 4.541
C: -3.243 0.723 3.382
N: -1.156 1.032 -0.228
C: 2.605 3.253 0.469
C: 3.236 3.375 1.708
C: 4.566 3.755 1.781
C: 5.277 4.027 0.617
C: 4.649 3.921 -0.614
C: 3.315 3.533 -0.689
C: 0.271 3.710 1.281
C: 0.302 5.064 0.952
C: -0.547 5.958 1.583
C: -1.429 5.507 2.558
C: -1.450 4.164 2.898
C: -0.605 3.262 2.259
H: 1.158 1.846 -1.494
H: 0.647 3.530 -1.484
H: -1.615 4.000 -1.707
H: -3.997 3.396 -1.258
H: -4.485 1.272 -0.065
H: -2.637 -1.432 0.053
H: -3.814 -0.594 1.015
H: -0.093 -3.013 2.208
H: -0.547 -5.351 2.807
H: -2.850 -6.084 3.321
H: -4.703 -4.442 3.259
H: -4.259 -2.102 2.686
H: -0.201 -0.615 4.029
H: -0.465 0.751 6.057
H: -2.528 2.072 6.405
H: -4.309 2.041 4.690
H: -4.040 0.726 2.650
H: 2.675 3.176 2.614
H: 5.046 3.853 2.746
H: 6.312 4.335 0.675
H: 5.191 4.146 -1.522
H: 2.854 3.459 -1.665
H: 1.007 5.427 0.211
H: -0.511 7.008 1.325
H: -2.085 6.205 3.060
H: -2.117 3.807 3.670
H: -0.620 2.219 2.549
Br: 6.565 -2.914 0.300
C: 4.931 -2.009 0.280
C: 4.851 -0.679 0.655
C: 3.615 -0.059 0.647
N: 2.504 -0.692 0.259
C: 2.590 -1.975 -0.150
C: 3.776 -2.670 -0.139
C: 1.336 -2.501 -0.750
C: 1.121 -3.825 -1.065
C: -0.063 -4.179 -1.702
Br: -0.413 -5.970 -2.103
C: -0.973 -3.188 -2.047
C: -0.701 -1.891 -1.668
N: 0.411 -1.547 -1.007
H: 5.728 -0.127 0.962
H: 3.501 0.964 0.979
H: 3.832 -3.694 -0.479
H: 1.853 -4.582 -0.820
H: -1.879 -3.425 -2.586
H: -1.383 -1.086 -1.908

---

(3)
Below is a molecular structure, C43H33F3IrN5O4P2S2 in a non-equilibrium geometry, with properties calculated with ωB97M-V/def2-TZVPD.

Computed properties:
HOMO-LUMO gap (spin up / spin down) in eV: 7.8 / 4.9
2S+1: 6
<S²>: 8.78
Net charge: +3

Element x y z (Å)
Ir: -0.740 -0.411 -0.987
O: 0.176 -0.067 0.905
S: -0.102 -0.530 2.355
C: -0.728 1.068 2.960
C: -1.305 1.089 4.220
C: -1.843 2.269 4.713
C: -1.814 3.417 3.935
C: -1.264 3.387 2.662
C: -0.738 2.197 2.148
P: -0.030 2.158 0.463
C: -2.330 1.900 -1.148
C: -2.456 3.377 -3.006
C: -4.053 2.084 -2.993
C: -4.996 1.255 -2.222
C: -4.722 0.901 -0.957
C: -3.555 1.429 -0.280
C: 0.291 3.894 0.099
C: -0.285 4.639 -0.924
C: 0.009 5.989 -1.025
C: 0.915 6.580 -0.151
C: 1.525 5.828 0.846
C: 1.226 4.483 0.962
C: 1.587 -0.480 2.978
C: 1.801 -0.197 4.318
C: 3.086 -0.114 4.830
C: 4.168 -0.338 3.998
C: 3.959 -0.678 2.671
C: 2.672 -0.762 2.126
P: 2.775 -1.112 0.328
C: 4.151 -2.248 0.145
C: 4.004 -3.485 0.779
C: 4.972 -4.457 0.608
C: 6.072 -4.199 -0.204
C: 6.209 -2.972 -0.837
C: 5.245 -1.988 -0.671
C: 3.030 0.450 -0.534
C: 2.476 0.647 -1.799
C: 2.726 1.823 -2.489
C: 3.553 2.791 -1.934
C: 4.122 2.588 -0.685
C: 3.862 1.424 0.020
H: -1.338 0.180 4.808
H: -2.285 2.292 5.700
H: -2.227 4.342 4.312
H: -1.247 4.289 2.064
H: -2.052 3.905 -3.858
H: -4.269 2.040 -4.057
H: -5.881 0.897 -2.731
H: -5.356 0.213 -0.413
H: -3.313 0.996 0.683
H: -0.989 4.194 -1.615
H: -0.477 6.586 -1.785
H: 1.152 7.630 -0.258
H: 2.225 6.288 1.529
H: 1.698 3.880 1.729
H: 0.960 -0.030 4.976
H: 3.238 0.115 5.875
H: 5.175 -0.271 4.385
H: 4.814 -0.897 2.045
H: 3.133 -3.679 1.399
H: 4.869 -5.417 1.094
H: 6.820 -4.966 -0.351
H: 7.065 -2.782 -1.470
H: 5.346 -1.033 -1.171
H: 1.902 -0.143 -2.261
H: 2.313 1.969 -3.479
H: 3.774 3.693 -2.488
H: 4.789 3.332 -0.269
H: 4.318 1.270 0.990
N: -3.952 3.778 -1.270
C: -3.163 2.914 -0.449
N: -1.038 1.517 -0.722
C: -2.503 1.898 -2.691
N: -3.831 3.558 -2.624
C: -1.811 0.837 -3.481
C: -1.747 0.961 -4.872
N: -1.252 0.016 -5.645
C: -0.844 -1.110 -5.085
C: -0.876 -1.261 -3.707
N: -1.318 -0.278 -2.906
H: -4.927 3.886 -1.001
H: -2.775 3.391 0.444
H: -2.091 1.856 -5.380
H: -0.470 -1.891 -5.734
H: -0.551 -2.177 -3.231
F: 2.479 -3.683 -2.465
C: 1.462 -4.181 -1.794
F: 0.400 -4.256 -2.584
F: 1.761 -5.350 -1.286
S: 0.432 -3.095 0.076
O: -0.719 -2.505 -0.676
O: 0.456 -2.708 1.489
O: 1.645 -1.859 -0.483

---

(4)
Below is a molecular structure, C43H33NO8P2SSr, with properties calculated with ωB97M-V/def2-TZVPD.

Computed properties:
HOMO-LUMO gap in eV: 8.2
Relative energy (zero: lowest compared OMol25 entry of this formula, charge and spin) in kcal/mol: 3.5

Element x y z (Å)
Sr: -0.519 0.676 0.124
O: 3.655 -2.130 1.813
C: 2.981 -1.332 0.973
O: 2.854 -0.148 1.143
C: 2.386 -2.069 -0.182
C: 2.956 -3.241 -0.648
C: 2.431 -3.812 -1.800
C: 1.365 -3.197 -2.421
C: 0.821 -2.052 -1.845
N: 1.324 -1.487 -0.747
C: -0.390 -1.368 -2.474
O: -0.478 -1.409 -3.697
O: -1.174 -0.821 -1.640
H: 3.963 -1.587 2.557
H: 3.797 -3.678 -0.130
H: 2.859 -4.720 -2.204
H: 0.931 -3.570 -3.337
O: -1.678 4.115 2.244
S: -1.719 3.334 1.035
O: -2.340 2.005 1.201
O: -0.411 3.144 0.373
C: -2.723 4.266 -0.105
C: -3.229 5.481 0.339
C: -3.988 6.264 -0.515
C: -4.236 5.835 -1.813
C: -3.725 4.624 -2.249
C: -2.960 3.820 -1.406
P: -2.279 2.225 -2.014
C: -3.770 1.364 -2.620
C: -5.062 1.710 -2.235
C: -6.149 0.963 -2.671
C: -5.954 -0.130 -3.500
C: -4.667 -0.483 -3.885
C: -3.578 0.251 -3.445
C: -1.447 2.860 -3.519
C: -1.939 2.751 -4.815
C: -1.220 3.278 -5.880
C: -0.012 3.921 -5.660
C: 0.483 4.036 -4.367
C: -0.225 3.502 -3.304
H: -3.019 5.794 1.351
H: -4.386 7.208 -0.167
H: -4.825 6.445 -2.485
H: -3.917 4.293 -3.262
H: -5.229 2.562 -1.588
H: -7.149 1.240 -2.362
H: -6.802 -0.710 -3.842
H: -4.505 -1.341 -4.525
H: -2.579 -0.055 -3.728
H: -2.881 2.253 -4.999
H: -1.607 3.183 -6.887
H: 0.547 4.327 -6.494
H: 1.426 4.538 -4.189
H: 0.156 3.590 -2.291
O: 0.297 0.432 2.426
P: 0.963 1.234 3.512
C: 1.596 2.837 2.996
C: 1.065 4.007 3.530
C: 1.505 5.241 3.068
C: 2.468 5.309 2.078
C: 3.005 4.142 1.544
C: 2.570 2.910 1.994
C: 2.337 0.299 4.222
C: 3.594 0.846 4.454
C: 4.606 0.056 4.984
C: 4.360 -1.275 5.295
C: 3.098 -1.821 5.079
C: 2.092 -1.037 4.538
C: -0.158 1.559 4.881
C: 0.335 1.717 6.176
C: -0.528 2.043 7.210
C: -1.882 2.214 6.949
C: -2.374 2.050 5.663
C: -1.517 1.718 4.624
H: 0.295 3.963 4.285
H: 1.070 6.146 3.471
H: 2.796 6.272 1.710
H: 3.759 4.195 0.769
H: 2.982 2.004 1.575
H: 3.785 1.883 4.210
H: 5.587 0.480 5.156
H: 5.150 -1.888 5.709
H: 2.908 -2.858 5.320
H: 1.112 -1.459 4.346
H: 1.390 1.577 6.375
H: -0.148 2.162 8.216
H: -2.556 2.474 7.756
H: -3.428 2.188 5.461
H: -1.900 1.604 3.617

---

(5)
Below is a molecular structure, C43H34N4O2P2Ti in a non-equilibrium geometry, with properties calculated with ωB97M-V/def2-TZVPD.

Computed properties:
HOMO-LUMO gap (spin up / spin down) in eV: 6.2 / 7.7
Relative energy (zero: lowest compared OMol25 entry of this formula, charge and spin) in kcal/mol: 0.0
2S+1: 3
<S²>: 2.01

Element x y z (Å)
Ti: -0.005 0.226 0.364
O: -2.914 -1.782 2.489
C: -1.976 -1.137 2.045
N: -1.781 -0.632 0.804
C: -2.844 -0.144 -0.002
C: -4.040 -0.798 -0.252
C: -5.005 -0.203 -1.056
C: -4.782 1.050 -1.609
C: -3.597 1.726 -1.346
C: -2.624 1.143 -0.551
N: -1.446 1.824 -0.128
C: -0.372 1.931 -0.890
O: 0.774 2.195 -0.356
C: -0.359 1.211 -2.211
C: -0.560 1.674 -3.494
C: -0.576 0.739 -4.522
C: -0.406 -0.606 -4.221
C: -0.209 -0.978 -2.902
N: -0.169 -0.085 -1.911
C: -0.873 -0.663 3.000
C: -0.964 -0.929 4.356
C: -0.105 -0.283 5.228
C: 0.796 0.644 4.723
C: 0.823 0.869 3.359
N: 0.023 0.221 2.505
H: -4.204 -1.770 0.192
H: -5.934 -0.720 -1.248
H: -5.537 1.511 -2.231
H: -3.429 2.722 -1.734
H: -0.711 2.729 -3.677
H: -0.733 1.054 -5.544
H: -0.428 -1.357 -4.996
H: -0.065 -2.015 -2.622
H: -1.725 -1.619 4.689
H: -0.155 -0.476 6.291
H: 1.459 1.197 5.373
H: 1.489 1.603 2.918
C: 3.639 0.344 1.075
P: 2.482 -0.721 0.115
C: 3.010 -0.626 -1.628
C: 3.097 -1.756 -2.439
C: 3.330 -1.629 -3.801
C: 3.464 -0.372 -4.370
C: 3.353 0.758 -3.572
C: 3.118 0.635 -2.213
C: 2.858 -2.410 0.674
C: 4.045 -3.085 0.383
C: 4.273 -4.350 0.895
C: 3.323 -4.954 1.710
C: 2.143 -4.292 2.010
C: 1.912 -3.026 1.491
P: 5.425 -0.110 1.201
C: 6.038 0.524 -0.411
C: 6.562 -0.377 -1.330
C: 7.010 0.057 -2.571
C: 6.957 1.403 -2.891
C: 6.455 2.316 -1.971
C: 5.995 1.878 -0.743
C: 6.045 1.242 2.283
C: 5.245 2.041 3.093
C: 5.810 3.004 3.921
C: 7.182 3.180 3.950
C: 7.992 2.386 3.148
C: 7.428 1.425 2.330
H: 3.225 0.296 2.088
H: 3.498 1.372 0.719
H: 2.971 -2.742 -2.014
H: 3.401 -2.515 -4.417
H: 3.646 -0.273 -5.432
H: 3.442 1.742 -4.010
H: 2.984 1.525 -1.609
H: 4.789 -2.616 -0.248
H: 5.196 -4.865 0.664
H: 3.505 -5.942 2.111
H: 1.400 -4.759 2.641
H: 0.984 -2.512 1.719
H: 6.619 -1.427 -1.072
H: 7.407 -0.655 -3.281
H: 7.308 1.745 -3.854
H: 6.419 3.369 -2.216
H: 5.612 2.595 -0.027
H: 4.170 1.933 3.083
H: 5.170 3.620 4.539
H: 7.620 3.932 4.592
H: 9.066 2.517 3.163
H: 8.068 0.811 1.706